(1)
Molecular formula: C24H28O6
Method: DFT, ωB97M-V/def2-TZVPD

Geometry (Å):
C (-3.8755, -1.2861, -2.2123)
C (-2.4400, -1.7077, -2.3762)
O (-1.6063, -0.5591, -2.1629)
C (-0.2931, -0.8983, -2.2123)
C (0.5201, 0.3175, -2.1460)
C (-0.1134, 1.6087, -2.3859)
C (1.9643, 0.2071, -2.1722)
O (2.7187, 1.1826, -2.0924)
O (2.4174, -1.0566, -2.2177)
C (3.8528, -1.1468, -2.3172)
C (4.1509, -2.5991, -2.5559)
O (0.0669, -2.0638, -2.2963)
H (-4.5073, -2.1749, -2.2585)
H (-4.0463, -0.7874, -1.2517)
H (-4.1802, -0.6129, -3.0206)
H (-2.1709, -2.4868, -1.6529)
H (-2.2587, -2.0873, -3.3914)
H (0.6814, 2.3522, -2.5053)
H (-0.7559, 1.6047, -3.2792)
H (-0.7200, 1.8803, -1.5132)
H (4.2003, -0.5305, -3.1580)
H (4.3118, -0.7879, -1.3851)
H (5.2259, -2.7738, -2.4723)
H (3.6288, -3.2417, -1.8403)
H (3.8428, -2.8799, -3.5686)
C (3.0485, -4.0371, 3.1987)
O (3.6211, -3.0027, 2.3720)
C (2.9079, -1.8634, 2.1899)
C (3.4167, -0.9424, 1.2409)
C (2.6396, 0.1017, 0.8288)
C (1.2965, 0.2665, 1.2868)
C (0.4627, 1.2096, 0.6412)
C (-0.8814, 1.5284, 1.0148)
C (-1.3492, 2.8720, 0.8863)
C (-2.6322, 3.2064, 1.2769)
C (-3.4968, 2.2007, 1.7765)
O (-4.7427, 2.6481, 2.0940)
C (-4.7664, 4.0983, 1.8198)
C (-3.3954, 4.4944, 1.2535)
C (-3.0821, 0.8623, 1.8894)
C (-1.8069, 0.5393, 1.4825)
C (0.9025, -0.5358, 2.3998)
C (1.6718, -1.5974, 2.8262)
H (3.7938, -4.8302, 3.1770)
H (2.8978, -3.6846, 4.2273)
H (2.0969, -4.3962, 2.7843)
H (4.4027, -1.1196, 0.8190)
H (3.0415, 0.8279, 0.1261)
H (0.9683, 1.9166, -0.0183)
H (-0.6784, 3.6514, 0.5166)
H (-5.5835, 4.2918, 1.1136)
H (-4.9829, 4.6105, 2.7659)
H (-2.9207, 5.2644, 1.8731)
H (-3.4954, 4.8926, 0.2359)
H (-3.7769, 0.1288, 2.2885)
H (-1.4797, -0.4994, 1.5124)
H (-0.0262, -0.3195, 2.9243)
H (1.3144, -2.2561, 3.6208)

Calculated values
HOMO level: -6.48 eV
LUMO energy: -1.717 eV
Charge: 0
Orbital gap: 4.8 eV
Largest force on an atom: 1.93 eV/A
2S+1: 1

***

(2)
Molecular formula: C24H29Cl2N3O4RuSSe
Method: DFT, ωB97M-V/def2-TZVPD

Geometry (Å):
Ru (-0.0442, -0.7860, 0.6415)
C (1.4387, -0.9049, 3.5196)
O (1.4285, -0.4182, 2.1736)
C (1.9824, 0.8950, 1.9908)
C (0.8725, 1.8901, 1.7667)
O (0.2013, 1.5176, 0.5564)
C (-0.6243, 2.5525, -0.0031)
C (-2.0357, 2.5904, 0.5228)
O (-2.7532, 1.4929, 0.0161)
C (-4.0807, 1.4670, 0.4903)
H (2.4711, -0.9653, 3.8632)
H (0.9988, -1.8975, 3.5007)
H (0.8560, -0.2561, 4.1759)
H (2.6221, 0.8415, 1.1108)
H (2.5724, 1.1695, 2.8658)
H (1.2958, 2.8917, 1.6561)
H (0.1662, 1.8929, 2.6047)
H (-0.6263, 2.3895, -1.0812)
H (-0.1408, 3.5102, 0.2023)
H (-2.4923, 3.5325, 0.1889)
H (-2.0471, 2.5860, 1.6220)
H (-4.6489, 2.3300, 0.1280)
H (-4.1061, 1.4605, 1.5864)
H (-4.5476, 0.5565, 0.1172)
Cl (3.4659, 0.5688, -2.5582)
C (1.8027, 0.2217, -2.8679)
C (1.2808, 0.4396, -4.1564)
C (-0.0204, 0.1463, -4.4453)
Cl (-0.6292, 0.4042, -6.0462)
C (-0.8837, -0.3492, -3.4375)
C (-2.2481, -0.6676, -3.6152)
C (-2.9839, -1.1011, -2.5477)
C (-2.3804, -1.1900, -1.2848)
N (-1.1150, -0.9100, -1.0939)
C (-0.3402, -0.5295, -2.1543)
C (1.0351, -0.3085, -1.8535)
O (1.4648, -0.5798, -0.6390)
H (1.9318, 0.8347, -4.9238)
H (-2.6943, -0.5616, -4.5943)
H (-4.0280, -1.3588, -2.6541)
H (-2.9470, -1.4827, -0.4101)
Se (0.0228, -3.1541, 0.8161)
C (0.1613, -3.6450, -1.0364)
C (1.3760, -3.4962, -1.6960)
C (1.4661, -3.8015, -3.0470)
C (0.3522, -4.2575, -3.7384)
C (-0.8560, -4.4199, -3.0748)
C (-0.9520, -4.1159, -1.7238)
H (2.2388, -3.1235, -1.1600)
H (2.4117, -3.6805, -3.5597)
H (0.4282, -4.4948, -4.7913)
H (-1.7244, -4.7857, -3.6073)
H (-1.8966, -4.2398, -1.2072)
S (-1.6441, -0.4960, 2.4216)
C (-3.0008, -1.5199, 2.4320)
N (-3.1998, -2.6075, 1.6940)
C (-4.3952, -3.3434, 2.1144)
C (-5.0366, -2.3918, 3.1500)
N (-4.0351, -1.3309, 3.2531)
H (-2.4170, -3.0181, 1.1871)
H (-4.1174, -4.3009, 2.5535)
H (-5.0520, -3.5277, 1.2668)
H (-5.1919, -2.8751, 4.1127)
H (-5.9880, -1.9908, 2.8030)
H (-4.0726, -0.5624, 3.8992)

Calculated values
HOMO level (spin up / spin down): -10.11 / -10.08 eV
⟨S²⟩: 0.757
LUMO energy (spin up / spin down): -2.696 / -3.652 eV
Relative energy (zero: lowest compared OMol25 entry of this formula, charge and spin): 0.0 kcal per mole
Charge: +1
Orbital gap (spin up / spin down): 7.4 / 6.4 eV
Largest force on an atom: 0.34 eV/A
2S+1: 2

***

(3)
Molecular formula: C24H29CoN7
Method: DFT, ωB97M-V/def2-TZVPD

Geometry (Å):
Co (-0.9621, 1.7087, 1.4258)
C (-0.9042, -4.2384, -2.1608)
C (-2.1454, -3.7444, -1.4179)
C (-3.2798, -3.5297, -2.4323)
C (-2.5516, -4.7941, -0.3723)
C (-1.9052, -2.4378, -0.7020)
C (-2.9214, -1.8228, 0.0347)
C (-2.6802, -0.6253, 0.6741)
N (-1.5020, -0.0027, 0.6254)
C (-0.4924, -0.5714, -0.0694)
C (-0.6774, -1.7772, -0.7319)
C (0.7828, 0.1671, -0.0679)
C (1.9204, -0.2684, -0.7264)
C (3.1070, 0.4686, -0.6946)
C (3.0821, 1.6533, 0.0400)
C (1.9186, 2.0377, 0.6788)
N (0.7935, 1.3278, 0.6290)
C (4.3218, -0.0357, -1.4340)
C (3.9529, -0.1504, -2.9215)
C (4.6839, -1.4146, -0.8615)
C (5.5227, 0.8968, -1.2887)
H (-1.1316, -5.1772, -2.6566)
H (-0.0787, -4.4248, -1.4782)
H (-0.5923, -3.5344, -2.9286)
H (-3.4359, -4.4403, -3.0035)
H (-3.0252, -2.7317, -3.1263)
H (-4.2128, -3.2776, -1.9389)
H (-2.6748, -5.7599, -0.8535)
H (-3.4891, -4.5353, 0.1087)
H (-1.7826, -4.8891, 0.3912)
H (-3.9004, -2.2641, 0.1154)
H (-3.4707, -0.1549, 1.2466)
H (0.1365, -2.2117, -1.2821)
H (1.8962, -1.1908, -1.2790)
H (3.9500, 2.2843, 0.1236)
H (1.9031, 2.9570, 1.2522)
H (3.1358, -0.8458, -3.0904)
H (4.8122, -0.4982, -3.4867)
H (3.6616, 0.8207, -3.3131)
H (3.8825, -2.1366, -0.9886)
H (4.9062, -1.3349, 0.1993)
H (5.5660, -1.7999, -1.3634)
H (5.3051, 1.8798, -1.6979)
H (6.3670, 0.4893, -1.8379)
H (5.8198, 0.9908, -0.2475)
N (-1.4234, 2.5106, 5.4859)
C (-0.9114, 1.6238, 4.6288)
N (-1.1504, 2.0378, 3.3969)
C (-1.8341, 3.2223, 3.5670)
N (-1.9998, 3.5092, 4.8368)
C (-2.2681, 3.9743, 2.4077)
C (-2.9691, 5.1884, 2.4560)
N (-3.3251, 5.8046, 1.3558)
C (-3.0201, 5.2766, 0.1883)
C (-2.3239, 4.0707, 0.1104)
N (-1.9536, 3.4288, 1.2136)
H (-1.4154, 2.4967, 6.4984)
H (-0.3937, 0.7269, 4.9040)
H (-3.2313, 5.6421, 3.4003)
H (-3.3268, 5.8072, -0.7005)
H (-2.0638, 3.6197, -0.8380)

Calculated values
HOMO level (spin up / spin down): -15.18 / -15.18 eV
⟨S²⟩: 0.758
LUMO energy (spin up / spin down): -7.732 / -7.174 eV
Charge: +2
Orbital gap (spin up / spin down): 7.5 / 8.0 eV
Largest force on an atom: 1.81 eV/A
2S+1: 2

***

(4)
Molecular formula: C24H29CuNO3PTe2
Method: DFT, ωB97M-V/def2-TZVPD

Geometry (Å):
Cu (-1.0992, 1.4445, 0.7772)
O (-0.7696, 1.2099, 4.8610)
C (-0.7072, 1.1254, 3.6312)
O (-1.6749, 1.0845, 2.8131)
C (0.6895, 1.1452, 3.0138)
C (1.8139, 0.9018, 3.7917)
C (3.0617, 0.9365, 3.1987)
C (3.1553, 1.2332, 1.8461)
C (1.9881, 1.4735, 1.1433)
N (0.7836, 1.4241, 1.7154)
H (1.6700, 0.6895, 4.8415)
H (3.9546, 0.7348, 3.7784)
H (4.1109, 1.2684, 1.3405)
H (2.0015, 1.6959, 0.0835)
C (-4.2212, 2.4390, 1.3500)
P (-3.0227, 3.7711, 1.2017)
C (-3.9460, 5.2263, 0.6499)
C (-2.5121, 4.1402, 2.8886)
O (-1.8876, 3.4675, 0.2707)
H (-5.1043, 2.7710, 1.8993)
H (-3.7346, 1.6237, 1.8905)
H (-4.5103, 2.1001, 0.3551)
H (-4.7669, 5.4562, 1.3296)
H (-4.3420, 5.0364, -0.3480)
H (-3.2653, 6.0767, 0.6019)
H (-3.3243, 4.6050, 3.4501)
H (-1.6577, 4.8170, 2.8632)
H (-2.2272, 3.2024, 3.3687)
C (1.8965, -5.6191, -3.3743)
C (1.2688, -4.8500, -2.2408)
C (1.9324, -3.7990, -1.6256)
C (1.3611, -3.0757, -0.5799)
C (2.1372, -1.9306, 0.0133)
C (0.0744, -3.4101, -0.1286)
Te (-0.8471, -2.2296, 1.3792)
C (-0.6047, -4.4767, -0.7384)
C (-2.0025, -4.8656, -0.3297)
C (0.0003, -5.1745, -1.7791)
H (2.8704, -5.2049, -3.6369)
H (1.2669, -5.5901, -4.2662)
H (2.0386, -6.6695, -3.1095)
H (2.9241, -3.5226, -1.9720)
H (3.1074, -1.8238, -0.4760)
H (2.2893, -2.0731, 1.0856)
H (1.5861, -0.9951, -0.0979)
H (-2.7170, -4.1017, -0.6462)
H (-2.0958, -4.9444, 0.7524)
H (-2.2852, -5.8178, -0.7826)
H (-0.5417, -5.9916, -2.2475)
Te (-1.3669, -0.1406, -1.1975)
C (0.2752, 0.7234, -2.2163)
C (1.1351, -0.0653, -2.9837)
C (2.2371, 0.4956, -3.6176)
C (2.4962, 1.8555, -3.5042)
C (1.6416, 2.6507, -2.7511)
C (0.5430, 2.0922, -2.1071)
H (0.9455, -1.1296, -3.0694)
H (2.8979, -0.1351, -4.2016)
H (3.3562, 2.2917, -3.9980)
H (1.8350, 3.7133, -2.6540)
H (-0.1114, 2.7139, -1.5053)

Calculated values
HOMO level (spin up / spin down): -3.29 / -3.96 eV
⟨S²⟩: 0.758
LUMO energy (spin up / spin down): 2.559 / 1.969 eV
Relative energy (zero: lowest compared OMol25 entry of this formula, charge and spin): 5.1 kcal per mole
Charge: -1
Orbital gap (spin up / spin down): 5.8 / 5.9 eV
Largest force on an atom: 0.35 eV/A
2S+1: 2